Density functional theory data (ωB97M-V/def2-TZVPD) for C42H48BClN4O4PZr as an isolated structure.

M ... 841.33 u
ΔE to the lowest compared entry with this formula, charge and spin ... 1.831 eV
LUMO energy ... -10.10 eV
DFT total energy ... -3021.88923 a.u.
Multiplicity ... 1
Total charge ... +3
Orbital gap ... 4.56 eV
HOMO energy ... -14.7 eV

The geometry in XYZ format:
```
102
Properties=species:S:1:pos:R:3:forces:R:3
Zr -0.799 -1.097 -0.062 -0.305 0.436 -0.808
N -2.946 -1.344 0.769 0.109 -0.520 0.054
C -3.537 -2.695 0.973 -0.002 0.446 -0.002
C -4.704 -2.787 1.712 -0.080 -0.024 0.047
C -5.281 -4.031 1.910 0.000 -0.112 -0.018
C -4.685 -5.172 1.372 -0.065 0.036 0.049
C -3.515 -5.063 0.643 -0.046 -0.093 0.050
C -2.930 -3.812 0.426 0.114 -0.215 -0.155
P -1.354 -3.708 -0.459 -0.344 -0.273 0.519
C -1.560 -4.361 -2.115 0.095 0.133 -0.155
C -2.829 -4.588 -2.645 -0.015 -0.044 -0.080
C -2.954 -5.054 -3.948 -0.005 0.016 -0.011
C -1.825 -5.279 -4.723 -0.018 0.000 -0.034
C -0.556 -5.032 -4.205 -0.006 0.025 0.047
C -0.420 -4.567 -2.906 -0.095 -0.109 -0.060
C -0.234 -4.751 0.510 0.089 0.099 -0.059
C 0.067 -4.330 1.812 -0.080 -0.010 -0.011
C 0.880 -5.098 2.628 0.023 -0.050 -0.033
C 1.392 -6.300 2.150 0.011 -0.009 -0.009
C 1.081 -6.732 0.867 0.004 0.007 -0.022
C 0.275 -5.959 0.038 0.046 -0.031 0.087
H -2.875 -0.902 1.689 -0.002 0.060 0.174
H -3.641 -0.780 0.286 -0.079 0.162 -0.160
H -5.165 -1.898 2.133 0.036 -0.067 -0.031
H -6.195 -4.112 2.485 0.066 -0.013 -0.040
H -5.133 -6.146 1.531 0.020 0.073 -0.005
H -3.043 -5.953 0.241 -0.027 0.032 0.021
H -3.718 -4.422 -2.049 0.030 -0.018 -0.006
H -3.939 -5.247 -4.356 0.053 0.003 0.023
H -1.930 -5.652 -5.735 0.009 0.026 0.065
H 0.324 -5.214 -4.810 -0.045 -0.003 0.032
H 0.573 -4.405 -2.502 -0.030 -0.117 0.058
H -0.386 -3.433 2.225 -0.023 0.002 -0.007
H 1.098 -4.773 3.638 -0.013 -0.010 -0.048
H 2.023 -6.910 2.786 -0.049 0.035 -0.044
H 1.458 -7.681 0.507 -0.012 0.060 0.022
H 0.030 -6.322 -0.950 -0.011 0.019 -0.064
C -0.504 -0.891 -2.950 0.145 0.058 0.057
C 0.878 -1.393 -2.601 0.067 0.210 0.004
O 1.064 -1.235 -1.123 -0.208 -0.129 -0.483
H -0.636 -0.932 -4.030 -0.002 -0.013 -0.070
H -0.622 0.158 -2.667 -0.019 0.091 -0.004
H -1.314 -1.519 -2.554 -0.048 -0.139 -0.038
H 1.637 -0.802 -3.097 0.176 0.181 0.069
H 1.002 -2.439 -2.838 0.064 -0.136 0.022
H 1.987 -1.366 -0.854 0.023 0.023 0.099
C -0.697 7.213 -0.280 -0.046 0.035 -0.007
C 0.586 6.547 0.250 -0.027 0.124 -0.032
C 0.761 6.920 1.728 0.020 0.043 0.045
C 1.786 7.101 -0.543 0.034 0.013 -0.018
C 0.515 4.997 0.082 -0.038 -0.267 -0.138
O 0.252 4.621 -1.263 -0.177 0.043 0.100
C 1.823 4.319 0.575 -0.035 0.021 0.020
C 2.231 2.988 -0.076 0.088 0.021 -0.040
C 2.637 3.044 -1.531 0.043 0.094 0.068
C 3.769 3.737 -1.946 0.138 0.014 -0.046
C 4.137 3.776 -3.288 0.080 0.091 0.201
C 3.363 3.119 -4.229 0.081 0.053 -0.136
Cl 3.800 3.171 -5.899 0.009 -0.006 0.025
C 2.226 2.432 -3.844 -0.238 -0.145 0.120
C 1.878 2.400 -2.500 -0.104 -0.130 -0.176
C -0.729 4.488 0.861 0.012 -0.401 -0.097
N -1.208 3.160 0.377 -0.037 0.953 -0.250
C -0.824 1.980 0.773 0.059 -0.276 -0.289
N -1.343 1.044 -0.056 -0.427 -0.019 -0.195
C -2.107 1.806 -0.943 0.191 -0.168 0.159
N -2.044 3.073 -0.705 0.418 0.015 0.468
H -0.529 8.285 -0.388 -0.010 -0.050 0.028
H -1.539 7.107 0.409 0.052 0.009 -0.049
H -1.005 6.829 -1.254 0.053 0.014 0.035
H 0.866 8.003 1.817 -0.012 -0.048 -0.014
H 1.658 6.475 2.167 -0.063 0.037 -0.038
H -0.106 6.640 2.336 0.083 0.017 -0.065
H 1.665 8.176 -0.672 0.017 -0.031 0.022
H 1.896 6.678 -1.549 -0.046 0.049 0.065
H 2.733 6.950 -0.023 -0.037 0.004 -0.025
H 0.674 5.240 -1.870 0.063 -0.001 0.017
H 1.770 4.187 1.660 0.018 -0.015 -0.036
H 2.654 5.003 0.412 -0.032 0.039 0.028
H 1.440 2.247 0.002 -0.163 -0.167 0.037
H 3.069 2.594 0.508 -0.023 0.039 -0.014
H 4.390 4.252 -1.217 -0.063 -0.055 -0.082
H 5.022 4.313 -3.604 -0.056 -0.028 0.040
H 1.610 1.958 -4.602 0.043 0.030 0.075
H 0.950 1.912 -2.199 0.048 0.023 -0.018
H -1.575 5.151 0.735 -0.058 0.036 -0.059
H -0.506 4.378 1.918 -0.056 -0.035 0.073
H -0.171 1.811 1.614 -0.005 -0.035 0.027
H -2.684 1.395 -1.758 -0.015 -0.022 0.055
O 1.563 -1.205 2.069 0.001 0.067 0.028
B 0.211 -1.007 1.932 0.583 -0.072 0.918
O -0.441 -0.883 3.136 0.085 0.017 0.033
C 0.570 -1.035 4.091 -0.269 0.035 0.078
C 0.453 -1.008 5.463 0.020 -0.008 0.102
C 1.638 -1.193 6.165 0.125 -0.022 -0.011
C 2.864 -1.389 5.511 -0.091 0.011 0.085
C 2.959 -1.411 4.125 0.050 -0.009 0.071
C 1.773 -1.228 3.448 0.207 -0.046 -0.139
H -0.496 -0.855 5.961 0.074 -0.011 -0.042
H 1.613 -1.183 7.248 0.019 -0.002 -0.066
H 3.760 -1.528 6.102 -0.063 0.010 -0.020
H 3.901 -1.561 3.612 -0.073 0.014 0.037
```
Positions in Å, forces in eV/Å.

***

Density functional theory data (ωB97M-V/def2-TZVPD) for C42H48BrN10O2Ti as an isolated structure.

M ... 852.68 u
LUMO energy (spin up / spin down) ... -5.19 / -5.34 eV
DFT total energy ... -5750.44313 a.u.
Multiplicity ... 2
Total charge ... +2
Orbital gap (spin up / spin down) ... 6.98 / 6.83 eV
HOMO energy (spin up / spin down) ... -12.2 / -12.2 eV

The geometry in XYZ format:
```
104
Properties=species:S:1:pos:R:3:forces:R:3
Ti 1.598 -0.315 -0.647 -0.757 -0.439 -0.257
C -2.584 5.290 1.164 0.015 0.033 0.020
C -3.225 3.925 0.877 0.076 -0.064 -0.039
C -3.952 3.417 2.130 -0.011 0.012 0.046
C -4.236 4.085 -0.256 -0.073 0.004 -0.052
C -2.128 2.928 0.528 -0.113 0.057 -0.015
C -1.070 2.702 1.407 0.089 -0.065 0.033
C -0.106 1.770 1.097 -0.058 0.030 -0.078
N -0.116 1.057 -0.035 0.191 -0.075 0.073
C -1.096 1.295 -0.910 -0.037 -0.087 -0.148
C -2.118 2.196 -0.654 0.078 0.030 0.070
C -0.998 0.533 -2.180 0.023 0.046 0.164
C -1.858 0.731 -3.241 -0.006 -0.054 -0.034
C -1.728 -0.005 -4.419 -0.100 0.086 -0.021
C -0.696 -0.936 -4.455 0.089 -0.033 0.045
C 0.139 -1.069 -3.363 -0.002 -0.040 0.039
N 0.011 -0.359 -2.237 0.070 0.016 -0.081
C -2.694 0.226 -5.573 0.079 -0.039 0.063
C -2.337 -0.627 -6.787 0.004 -0.046 -0.049
C -4.108 -0.138 -5.097 -0.042 0.010 -0.012
C -2.653 1.707 -5.974 -0.011 0.041 -0.028
H -3.363 6.018 1.391 -0.014 -0.001 -0.002
H -2.021 5.654 0.304 -0.007 -0.003 -0.017
H -1.912 5.257 2.022 0.008 -0.014 0.005
H -4.729 4.127 2.417 -0.008 0.007 -0.008
H -3.273 3.309 2.976 0.005 0.005 0.003
H -4.427 2.451 1.948 0.001 -0.010 -0.013
H -4.985 4.821 0.035 -0.002 0.005 0.002
H -4.767 3.155 -0.471 0.011 -0.015 0.028
H -3.770 4.441 -1.177 0.028 0.023 0.016
H -0.991 3.238 2.342 -0.020 0.018 0.001
H 0.713 1.582 1.777 -0.011 0.023 0.002
H -2.906 2.334 -1.376 0.004 -0.003 -0.004
H -2.638 1.472 -3.163 -0.010 -0.004 0.003
H -0.518 -1.554 -5.321 -0.011 0.003 -0.004
H 0.951 -1.783 -3.378 -0.037 -0.022 -0.040
H -2.411 -1.696 -6.576 -0.011 0.002 0.024
H -1.331 -0.416 -7.154 -0.001 0.029 -0.002
H -3.032 -0.410 -7.598 -0.008 0.007 0.002
H -4.169 -1.179 -4.777 0.026 -0.011 -0.008
H -4.813 0.004 -5.916 -0.007 0.004 -0.002
H -4.432 0.494 -4.269 -0.003 0.003 0.009
H -1.655 2.010 -6.295 0.017 -0.032 -0.003
H -2.962 2.366 -5.162 -0.007 -0.009 0.016
H -3.338 1.871 -6.806 -0.003 0.010 -0.006
C 5.796 0.622 0.899 0.102 0.006 0.012
C 4.420 0.513 0.332 0.004 0.327 -0.058
N 3.657 -0.528 0.352 0.122 -0.096 -0.050
O 4.114 -1.689 0.953 -0.056 -0.032 0.068
C 3.842 1.667 -0.383 -0.063 -0.264 0.171
C 4.523 2.926 -0.789 0.124 0.073 -0.021
N 2.635 1.373 -0.734 0.167 0.480 -0.071
O 1.884 2.000 -1.560 0.092 -0.210 0.172
H 6.099 -0.170 1.584 -0.073 -0.001 -0.014
H 5.884 1.561 1.445 0.009 0.002 -0.014
H 6.524 0.650 0.086 -0.002 0.001 0.007
H 5.005 -1.536 1.297 0.074 -0.020 0.006
H 5.544 2.980 -0.419 -0.004 -0.003 0.004
H 3.974 3.794 -0.420 -0.016 -0.024 0.018
H 4.546 3.014 -1.878 -0.018 -0.049 -0.005
N 1.288 -4.772 -0.070 -0.030 0.073 -0.003
C 0.118 -4.605 -0.766 0.004 -0.057 0.040
C 0.087 -3.296 -1.119 0.060 0.067 -0.033
N 1.227 -2.655 -0.655 -0.011 0.063 -0.019
C 1.913 -3.586 -0.018 0.120 0.109 -0.006
H 1.624 -5.626 0.342 -0.010 -0.037 0.000
H -0.571 -5.412 -0.940 -0.015 0.003 -0.010
H -0.688 -2.779 -1.652 -0.001 0.008 -0.045
H 2.842 -3.424 0.500 0.023 -0.032 0.012
Br 5.873 -1.583 -5.985 0.105 -0.025 -0.122
C 4.725 -1.251 -4.555 -0.063 0.006 0.061
C 3.910 -0.128 -4.554 -0.037 0.000 0.073
C 3.070 0.075 -3.477 0.004 -0.025 0.008
N 3.000 -0.769 -2.436 -0.105 0.104 0.163
C 3.800 -1.842 -2.449 0.036 -0.003 -0.051
C 4.675 -2.127 -3.479 -0.094 0.067 0.070
H 3.925 0.581 -5.369 0.022 -0.011 -0.018
H 2.430 0.947 -3.423 0.022 -0.006 -0.029
H 3.740 -2.500 -1.594 0.002 -0.021 0.003
H 5.296 -3.009 -3.437 0.019 -0.003 -0.034
N -0.015 -1.599 6.553 -0.287 -0.115 0.118
C -0.909 -2.041 7.515 0.331 0.134 0.063
C -0.851 -2.060 8.908 -0.055 -0.024 -0.067
C -1.950 -2.583 9.552 -0.054 -0.030 0.020
C -3.068 -3.075 8.846 0.065 0.029 0.014
C -3.113 -3.052 7.472 0.027 0.019 0.023
C -2.007 -2.520 6.801 -0.179 -0.058 -0.363
N -1.794 -2.372 5.436 0.026 -0.010 0.352
C -0.614 -1.827 5.343 0.217 0.098 -0.379
C -0.004 -1.494 4.049 -0.234 -0.113 0.346
C 1.244 -0.902 3.910 0.101 0.048 -0.150
C 1.725 -0.629 2.641 -0.048 -0.024 0.052
N 1.047 -0.902 1.523 0.061 0.044 -0.062
C -0.166 -1.467 1.669 -0.028 0.039 0.041
C -0.721 -1.779 2.886 0.081 0.050 -0.175
H 0.886 -1.192 6.722 0.025 0.010 0.030
H 0.002 -1.688 9.458 0.012 0.009 -0.002
H -1.958 -2.620 10.633 -0.003 -0.005 0.004
H -3.902 -3.477 9.403 -0.002 -0.001 0.013
H -3.964 -3.426 6.921 -0.008 -0.001 -0.005
H 1.858 -0.639 4.760 -0.007 -0.011 0.022
H 2.691 -0.159 2.519 0.009 0.002 -0.003
H -0.714 -1.663 0.756 -0.007 0.002 0.032
H -1.700 -2.231 2.950 -0.005 -0.002 0.051
```
Positions in Å, forces in eV/Å.

***

- What is the total charge in the first record?
  +3